Density functional theory data (wB97M-V/def2-TZVPD) for C32H44CsN4O6PS as an isolated structure.

Geometry as XYZ:
```
89
Properties=species:S:1:pos:R:3:lowdin_charge:R:1
Cs -1.73771 -2.53712 1.99624 1.234
O -1.50271 -7.05100 3.44689 -0.048
C -1.38745 -5.94846 2.88643 -0.687
O -1.96319 -4.87072 3.20062 -0.295
C -0.29589 -5.90564 1.76537 -0.118
C 0.94158 -5.10206 2.22325 -0.275
C 2.18865 -5.57355 1.45216 -0.109
C 1.95512 -4.90692 0.07091 -0.109
C 0.60516 -4.20625 0.29549 -0.296
O 0.76499 -3.78996 1.67393 -0.237
C -0.51177 -5.27611 0.33710 -0.124
C -1.93825 -4.85722 -0.16650 -0.728
O -2.72141 -5.79335 -0.36848 -0.026
O -2.14356 -3.62721 -0.39410 -0.302
H -0.00424 -6.94878 1.64972 0.129
H 1.05216 -5.03230 3.30409 0.157
H 3.09916 -5.20030 1.92581 0.100
H 2.24830 -6.66154 1.40222 0.105
H 2.71942 -4.16183 -0.15541 0.100
H 1.91707 -5.62230 -0.75166 0.106
H 0.39415 -3.34782 -0.33893 0.118
H -0.25676 -6.06171 -0.37835 0.134
C -1.25580 0.73547 4.64858 -0.080
C -1.58322 2.04882 4.44698 -0.388
C -2.92414 2.54799 4.68618 -0.120
C -3.24585 3.88123 4.57579 -0.211
C -2.32002 4.84190 4.15518 -0.199
C -1.02152 4.38316 3.86296 -0.160
C -0.65801 3.06699 3.99824 -0.100
H -1.99477 0.01709 4.98618 0.013
H -0.24860 0.34444 4.56010 0.013
H -3.67687 1.84119 5.02596 0.088
H -4.26092 4.19126 4.82240 0.081
H -2.58700 5.88772 4.06370 0.060
H -0.27165 5.09390 3.52324 0.080
H 0.35962 2.76587 3.76975 0.079
O 1.62939 -1.60978 -1.50991 -0.255
P 1.51238 -0.26967 -2.11446 0.535
N 1.61626 0.93154 -0.97674 -0.171
C 2.26091 2.22989 -1.11743 -0.222
C 3.04755 2.36514 0.18298 -0.178
C 2.06951 1.78756 1.20532 -0.160
C 1.34910 0.65674 0.45275 -0.170
N 2.71193 0.15311 -3.20358 -0.200
C 2.52991 0.17666 -4.65494 -0.211
C 3.95669 0.11366 -5.19785 -0.183
C 4.67733 -0.73939 -4.15683 -0.177
C 4.08485 -0.22542 -2.84645 -0.205
N 0.13339 -0.17291 -3.03432 -0.183
C -0.33716 1.13034 -3.52388 -0.218
C -1.76497 1.24538 -3.00626 -0.186
C -2.24138 -0.20392 -3.05031 -0.166
C -1.02782 -0.97553 -2.54563 -0.173
H 1.51925 3.03863 -1.18872 0.108
H 2.87431 2.25334 -2.01727 0.095
H 3.33428 3.39534 0.40198 0.102
H 3.95445 1.75712 0.12007 0.105
H 1.34401 2.55278 1.49087 0.100
H 2.54284 1.43152 2.11911 0.109
H 0.28514 0.67796 0.68118 0.038
H 1.74609 -0.32564 0.71060 0.112
H 2.01139 1.08190 -4.97815 0.097
H 1.94108 -0.68070 -4.99623 0.116
H 4.39422 1.11602 -5.21519 0.106
H 3.99845 -0.29254 -6.20884 0.102
H 5.76317 -0.64394 -4.19451 0.103
H 4.41715 -1.79177 -4.28831 0.115
H 4.65052 0.64164 -2.47972 0.105
H 4.07934 -0.98438 -2.06295 0.109
H -0.32467 1.14328 -4.62172 0.101
H 0.31112 1.93981 -3.17599 0.099
H -2.37577 1.93173 -3.59647 0.107
H -1.75826 1.57572 -1.96683 0.041
H -2.47211 -0.49533 -4.07996 0.108
H -3.11688 -0.39013 -2.43124 0.111
H -0.98255 -1.99545 -2.92000 0.117
H -1.03811 -1.04130 -1.45608 0.098
S -2.32030 1.19823 0.69440 0.668
C -2.90769 2.76022 0.68794 -0.757
N -3.89215 3.12105 1.56744 0.063
C -4.41481 4.36211 1.67787 -0.102
C -4.03285 5.35138 0.83113 -0.092
C -3.01636 5.05500 -0.10523 -0.076
C -2.45883 3.81435 -0.16206 -0.094
H -4.10127 2.42741 2.27677 0.125
H -5.12901 4.49863 2.47526 0.119
H -4.45366 6.34058 0.92266 0.093
H -2.65547 5.83332 -0.76687 0.101
H -1.65796 3.58381 -0.84945 0.090
```

## Properties
Total charge = -2
Frontier orbital gap = 4.15 eV
M = 776.7 g/mol